Below is a single CH4O2S2 molecule in a non-equilibrium geometry, with properties calculated with ωB97M-V/def2-TZVPD.

Each line ends with the Löwdin charge.
Atoms and positions in Å:
C -0.1364 -0.7884 -1.0075  -0.120
O -0.4397 0.5035 -0.5057  -0.428
S 0.0976 0.7734 0.9272  0.287
O -0.4283 -0.1622 1.8677  -0.400
S -0.3462 2.6604 1.2350  0.285
H 0.2452 -1.4263 -0.0948  0.111
H 0.7285 -0.8089 -1.7278  0.103
H -1.0842 -1.1226 -1.4382  0.099
H 1.3637 0.3710 0.7440  0.063

Atoms 1-2, force components in eV/Å:
C 1.452 -1.932 1.083
O 0.206 0.440 -0.999

Summary:
Strongest force on any atom (hartree/bohr): 0.066
Relative energy (zero: lowest compared OMol25 entry of this formula, charge and spin) (eV): 2.130
Molar mass (g/mol): 112.2
Structure (SMILES): CO[S@H](=O)=S
Energy (eV): -26865.016

Below is a single CH2S3 molecule, with properties calculated with ωB97M-V/def2-TZVPD.

Each line ends with the Löwdin charge.
Atoms and positions in Å:
S -0.7049 -0.6931 -1.3945  0.562
C -0.0310 -0.0209 -0.0671  -1.663
S 1.6757 -0.1448 0.3983  0.672
S -0.8952 0.9105 1.1517  0.674
H 2.0443 -0.8985 -0.6344  -0.127
H -2.0889 0.8468 0.5459  -0.118

Atoms 1-2, force components in eV/Å:
S 0.270 0.251 0.427
C 0.025 -0.231 -0.141

Summary:
Strongest force on any atom (hartree/bohr): 0.011
Relative energy (zero: lowest compared OMol25 entry of this formula, charge and spin) (eV): 0.227
Molar mass (g/mol): 110.2
Structure (SMILES): S=C(S)S
Energy (eV): -33574.609

Below is a molecular structure, C28H24F6IN4O6S2Sn, with properties calculated with ωB97M-V/def2-TZVPD.

Each line ends with the Löwdin charge.
Atoms and positions in Å:
Sn 0.7366 0.9925 -0.1673  1.289
O -3.7166 -1.1059 5.0332  -0.046
C -4.0926 -0.3611 4.1080  -0.683
O -5.2134 0.0756 3.7900  -0.039
C -2.9326 0.1503 3.1976  -0.069
C -1.6157 -0.0791 3.5626  0.053
C -0.5905 0.4981 2.8300  -0.209
N -0.8374 1.2780 1.7700  0.038
C -2.1034 1.5255 1.4259  -0.206
C -3.1752 0.9657 2.1073  0.068
C -2.2840 2.4462 0.2767  -0.227
C -3.5208 2.9903 -0.0442  0.004
C -3.6309 3.7929 -1.1665  -0.047
C -2.4997 4.0673 -1.9144  -0.047
C -1.2971 3.5250 -1.4974  -0.137
N -1.1874 2.7298 -0.4379  0.034
C 0.8383 0.3772 3.2264  -0.214
C 1.2028 -0.1389 4.4699  -0.014
C 2.5340 -0.1518 4.8368  -0.059
C 3.4757 0.3626 3.9579  -0.061
C 3.0352 0.8301 2.7333  -0.174
N 1.7538 0.8364 2.3645  0.051
H -1.4551 -0.7210 4.4175  0.111
H -4.2051 1.1282 1.8228  0.117
H -4.3838 2.7918 0.5732  0.114
H -4.5934 4.1982 -1.4529  0.111
H -2.5417 4.6745 -2.8076  0.111
H -0.3843 3.7341 -2.0404  0.100
H 0.4485 -0.5155 5.1441  0.113
H 2.8337 -0.5472 5.7992  0.109
H 4.5255 0.4112 4.2132  0.104
H 3.7345 1.2331 2.0102  -0.003
C 0.9199 -3.1909 2.4066  -0.040
C 1.5384 -2.8724 1.0685  -0.267
C 0.9430 -3.3377 -0.1020  -0.009
C 1.5165 -3.0968 -1.3466  -0.262
C 0.9416 -3.7160 -2.5946  -0.040
C 2.6728 -2.3311 -1.4085  -0.029
C 3.2938 -1.8632 -0.2585  -0.290
C 4.6060 -1.1290 -0.3658  -0.069
C 2.7264 -2.1529 0.9785  -0.042
H 1.0132 -4.2562 2.6310  0.081
H -0.1447 -2.9465 2.4127  0.084
H 1.4095 -2.6316 3.2039  0.057
H 0.0264 -3.9164 -0.0446  0.125
H 1.3575 -4.7176 -2.7378  0.081
H 1.1755 -3.1184 -3.4742  0.066
H -0.1374 -3.8036 -2.5201  0.071
H 3.1256 -2.1355 -2.3762  0.122
H 5.4359 -1.8391 -0.4277  0.081
H 4.7767 -0.4887 0.5013  0.046
H 4.6324 -0.5044 -1.2594  0.060
H 3.2301 -1.8333 1.8861  0.106
F -3.8073 1.2304 -3.4914  0.135
C -3.8702 -0.0683 -3.2112  -0.667
F -4.8724 -0.2645 -2.3510  0.136
F -4.1402 -0.7339 -4.3402  0.129
S -2.3039 -0.6870 -2.4370  0.576
O -2.0123 0.3437 -1.4689  -0.346
O -2.6496 -1.9848 -1.9571  -0.257
N -1.2365 -0.7073 -3.6023  -0.273
S -0.3268 0.5913 -3.6654  0.593
O 0.8302 0.6022 -2.7697  -0.438
O -1.0347 1.8277 -3.8251  -0.276
C 0.4950 0.2781 -5.2859  -0.680
F 1.3062 -0.7800 -5.2126  0.129
F -0.3978 0.0644 -6.2540  0.136
F 1.2212 1.3493 -5.6064  0.137
I 3.8846 2.7590 -0.2986  0.709
C 1.7667 2.9906 -0.6750  -0.849
H 1.4833 3.8799 -0.1192  -0.047
H 1.7479 3.1960 -1.7432  -0.065

Atoms 1-2, force components in eV/Å:
Sn -0.159 0.753 0.322
O -0.128 0.129 -0.118

Summary:
Strongest force on any atom (hartree/bohr): 0.018
Total charge: -1
Molar mass (g/mol): 936.3
Energy (eV): -99581.910

Below is a single C19H18N4O2 molecule, with properties calculated with ωB97M-V/def2-TZVPD.

Each line ends with the Löwdin charge.
Atoms and positions in Å:
O -3.6724 -0.1316 -1.1018  0.093
C -2.6728 0.2229 -0.5213  -0.449
N -2.7075 0.9328 0.6353  0.095
N -1.5315 1.2282 1.3227  -0.167
C -1.3024 0.3703 2.4757  -0.131
C 0.1073 0.6658 2.9909  -0.188
O 0.2448 2.0201 3.3452  -0.126
C -0.0215 2.8563 2.2458  -0.186
C -1.4334 2.6260 1.7037  -0.138
C -1.2660 -0.0787 -0.9466  -0.070
C -0.7686 -1.3454 -0.7951  0.060
C 0.5927 -1.5936 -1.0926  -0.215
C 1.1703 -2.9368 -0.9377  -0.160
C 2.5296 -3.0809 -0.6599  -0.008
C 3.0481 -4.3559 -0.5186  -0.143
N 2.3225 -5.4560 -0.6368  0.054
C 1.0373 -5.3216 -0.9142  -0.148
C 0.4098 -4.0967 -1.0740  -0.013
N 1.4111 -0.6446 -1.4786  0.175
C 0.9397 0.5984 -1.6733  -0.208
C 1.8335 1.5961 -2.1177  -0.008
C 1.3877 2.8677 -2.3453  -0.076
C 0.0358 3.1964 -2.1542  -0.073
C -0.8536 2.2542 -1.7160  -0.030
C -0.4215 0.9422 -1.4466  -0.102
H -3.6128 1.1128 1.0690  0.170
H -2.0377 0.5575 3.2759  0.129
H -1.3724 -0.6716 2.1584  0.124
H 0.8324 0.4059 2.2052  0.128
H 0.3195 0.0881 3.8916  0.128
H 0.7014 2.6627 1.4392  0.127
H 0.0932 3.8804 2.6034  0.128
H -2.1753 2.8891 2.4766  0.128
H -1.5959 3.2444 0.8203  0.116
H -1.3961 -2.1352 -0.4115  0.123
H 3.1474 -2.2033 -0.5610  0.105
H 4.0964 -4.5116 -0.2995  0.104
H 0.4828 -6.2459 -1.0137  0.104
H -0.6394 -4.0533 -1.3224  0.108
H 2.8628 1.3169 -2.2795  0.113
H 2.0717 3.6302 -2.6877  0.104
H -0.2978 4.2023 -2.3630  0.105
H -1.8994 2.4949 -1.5901  0.118

Atoms 1-2, force components in eV/Å:
O -0.088 -0.124 -0.184
C 0.127 0.016 0.122

Summary:
Strongest force on any atom (hartree/bohr): 0.016
Relative energy (zero: lowest compared OMol25 entry of this formula, charge and spin) (eV): 0.428
Molar mass (g/mol): 334.4
Structure (SMILES): O=C(NN1CCOCC1)c1cc(-c2ccncc2)nc2ccccc12
Energy (eV): -30050.153

Below is a single C5H7N molecule, with properties calculated with ωB97M-V/def2-TZVPD.

Each line ends with the Löwdin charge.
Atoms and positions in Å:
C -1.0751 0.9072 0.2451  -0.077
C -0.9380 -0.5468 -0.1532  -0.154
C -0.2983 0.5327 -0.9636  -0.230
N 1.0926 -0.0363 -0.7370  0.010
C 1.4143 -0.1678 0.6928  -0.114
C 0.4640 -1.1087 0.0815  -0.215
H -0.5068 1.4330 0.9883  0.083
H -2.0817 1.2923 0.0815  0.110
H -1.7897 -1.1380 -0.4670  0.126
H -0.5085 0.9439 -1.9384  0.128
H 1.1042 0.5814 1.4129  0.095
H 2.4274 -0.5354 0.8481  0.108
H 0.6958 -2.1575 -0.0910  0.130

Atoms 1-2, force components in eV/Å:
C 0.005 0.085 -0.254
C -0.177 0.026 0.016

Summary:
Strongest force on any atom (hartree/bohr): 0.016
Relative energy (zero: lowest compared OMol25 entry of this formula, charge and spin) (eV): 3.780
Molar mass (g/mol): 81.1
Structure (SMILES): C1[C@H]2[C@@H]1N1C[C@@H]21
Energy (eV): -6784.733

Below is 2 unconnected molecules or ions with the total composition C7H9N4O2 in a non-equilibrium geometry, with properties calculated with ωB97M-V/def2-TZVPD.

Each line ends with the Löwdin charge.
Atoms and positions in Å:
C 1.0904 -1.3867 2.7443  -0.085
C 0.9462 -2.3695 1.8196  -0.037
C 0.9024 -0.0377 2.5402  0.051
C 0.6610 -2.1421 0.4770  0.026
C 0.4268 0.1916 1.2238  -0.155
C 0.3334 -0.8642 0.2312  -0.128
C -0.2206 -0.4930 -2.2136  -0.522
N -0.1968 1.2836 0.6774  0.129
N -0.6499 0.9843 -0.4387  -0.017
N -0.1732 -0.1908 -0.8412  0.055
N -1.4836 3.1475 -1.3598  0.185
O -0.7280 0.1881 -3.0520  0.165
O 0.4402 -1.6068 -2.3545  0.177
H 1.4519 -1.7651 3.6427  0.100
H 1.3698 -3.2820 2.2232  0.129
H 0.8879 0.7665 3.3192  0.145
H 0.4772 -2.9313 -0.1969  0.114
H -1.8479 3.0916 -0.3606  0.142
H -1.0639 4.0178 -1.6055  0.106
H -2.3414 3.0949 -1.9003  0.118
H -0.8412 2.1173 -1.2558  0.114
H 0.5594 -1.8142 -3.3199  0.188

Atoms 1-2, force components in eV/Å:
C 0.416 1.858 0.877
C 1.347 -1.104 -1.455

Summary:
Strongest force on any atom (hartree/bohr): 0.063
Relative energy (zero: lowest compared OMol25 entry of this formula, charge and spin) (eV): 1.229
Total charge: +1
Molar mass (g/mol): 181.2
Energy (eV): -17452.715

Below is a molecular structure, C15H24Cl2NO2PZn in a non-equilibrium geometry, with properties calculated with ωB97M-V/def2-TZVPD.

Each line ends with the Löwdin charge.
Atoms and positions in Å:
C 0.3994 2.9924 -2.1868  -0.079
C -0.8742 2.6052 -1.7485  -0.049
C -1.0254 1.5427 -0.8231  -0.284
C 0.1018 0.9198 -0.2797  -0.160
C 1.3563 1.2959 -0.7748  -0.331
C 1.5210 2.3495 -1.6760  -0.055
C -2.4553 1.1793 -0.4952  -0.178
C -2.8150 -0.2706 -0.1680  -0.244
N -1.9856 -1.3185 -0.7983  -0.271
Zn -0.0320 -0.4522 1.2198  0.462
C 2.5959 0.6575 -0.2185  -0.295
P 2.1382 -1.0629 0.2645  0.859
H -1.7845 3.1014 -2.1220  0.111
H 2.5474 2.6218 -1.9471  0.112
H 0.5119 3.7935 -2.9183  0.099
H 2.9362 1.1824 0.6961  0.103
H 3.4177 0.6392 -0.9518  0.097
H -2.7787 1.7890 0.3561  0.098
H -3.0868 1.4851 -1.3398  0.109
H -2.7968 -0.4270 0.9290  0.041
C 3.5607 -1.5031 1.2895  -0.270
C 2.3428 -1.9697 -1.3302  -0.246
H -3.8751 -0.3894 -0.4966  0.121
C -1.4187 -1.0148 -2.1193  -0.064
C -2.7202 -2.5826 -0.8030  -0.100
H -0.8783 -1.8723 1.8422  0.112
H -1.7208 -1.8016 -2.8250  0.079
H -1.7560 -0.0383 -2.4763  0.088
H -0.3231 -1.0027 -2.0641  0.059
H -2.9141 -2.9033 -1.8328  0.075
H -2.1585 -3.3815 -0.3110  0.071
H -3.6734 -2.4863 -0.2702  0.080
H 3.4146 -2.0793 -1.5786  0.049
H 1.8826 -2.9613 -1.1831  0.038
H 1.8225 -1.4475 -2.1505  0.038
H 4.5014 -1.4156 0.7288  0.050
H 3.5751 -0.8402 2.1627  0.045
H 3.4226 -2.5359 1.6306  0.040
H -0.1905 -2.1725 1.4989  0.097
Cl -0.7920 2.6057 5.1056  0.655
C -0.5179 1.2646 4.0401  -0.947
Cl -1.9963 0.9100 2.9686  0.609
C 0.6687 1.5650 3.0974  -0.743
O 1.0652 2.6894 2.8406  0.052
O 1.1286 0.4196 2.6452  -0.204
H -0.3412 0.3196 4.5727  0.071

Atoms 1-2, force components in eV/Å:
C -0.358 0.140 0.161
C 0.195 -0.462 0.114

Summary:
Strongest force on any atom (hartree/bohr): 0.047
Molar mass (g/mol): 417.6
Energy (eV): -104279.345

Below is a molecular structure, C33H46F2FeN9O7 in a non-equilibrium geometry, with properties calculated with ωB97M-V/def2-TZVPD.

Each line ends with the Löwdin charge.
Atoms and positions in Å:
Fe -0.0072 -3.2580 -0.1325  0.848
C -1.4018 -2.2041 2.7340  -0.152
C -2.4858 -3.0315 2.0696  -0.165
N -2.1626 -3.2901 0.6454  -0.095
C -2.8660 -4.4691 0.1223  -0.161
C -2.1227 -4.9667 -1.0949  -0.151
N -0.7121 -5.1401 -0.6907  -0.088
C 0.0753 -5.8191 -1.7437  -0.167
C 1.3740 -6.3363 -1.1718  -0.147
C 2.3783 -5.2117 -1.0545  -0.147
N 1.9335 -4.0721 -0.2149  -0.062
C 2.4411 -4.0988 1.1718  -0.145
C 1.3870 -4.7082 2.0646  -0.138
N 0.1445 -3.9199 1.8693  -0.101
C -0.1614 -3.0296 3.0221  -0.168
H -1.1322 -1.3875 2.0676  0.079
H -1.7768 -1.7727 3.6626  0.131
H -2.5788 -4.0029 2.5680  0.123
H -3.4636 -2.5537 2.1628  0.136
H -2.4084 -2.4659 0.1038  0.106
H -2.8592 -5.2338 0.9059  0.124
H -3.9154 -4.2717 -0.1111  0.140
H -2.5453 -5.8994 -1.4745  0.138
H -2.1350 -4.2332 -1.9016  0.133
H -0.7143 -5.7579 0.1207  0.128
H -0.5225 -6.6276 -2.1724  0.135
H 0.2515 -5.0844 -2.5269  0.122
H 1.2024 -6.8204 -0.2035  0.111
H 1.7817 -7.1135 -1.8185  0.132
H 3.3340 -5.5763 -0.6711  0.129
H 2.5631 -4.8104 -2.0520  0.142
H 2.2782 -3.2176 -0.6675  0.083
H 3.3956 -4.6225 1.2426  0.135
H 2.5985 -3.0699 1.4860  0.114
H 1.1939 -5.7468 1.7889  0.118
H 1.6850 -4.7014 3.1141  0.134
H -0.6268 -4.5800 1.8486  0.096
H -0.2992 -3.6678 3.9020  0.137
H 0.6951 -2.3883 3.1941  0.108
F -2.0567 3.0509 2.0032  0.077
C -1.5754 2.7318 0.7849  -0.191
C -1.4477 1.4134 0.4736  0.094
C -0.9171 1.0258 -0.7614  -0.042
C -0.7773 -0.3818 -1.0901  -0.267
O -1.1756 -1.2644 -0.2891  -0.068
C -0.1696 -0.6782 -2.3345  -0.028
C 0.1931 0.3435 -3.1651  0.076
N 0.0508 1.6466 -2.8695  0.035
C 0.4504 2.6590 -3.8269  -0.253
C 1.6628 3.4944 -3.5297  -0.080
C 1.7045 2.4582 -4.6142  -0.067
C -0.5165 2.0204 -1.6602  -0.104
C -0.6846 3.3713 -1.3315  0.066
C -1.1959 3.7612 -0.1060  -0.130
N -1.3230 5.1265 0.2034  -0.070
C -0.2896 6.0596 -0.2071  -0.136
C -0.9536 7.2765 -0.8472  -0.060
N -2.2560 7.5418 -0.1188  0.070
C -2.1576 7.1215 1.3206  -0.074
C -2.0674 5.5980 1.3746  -0.119
C 0.1038 -2.0694 -2.7935  -0.518
O 0.4513 -2.2751 -3.9344  0.111
O -0.1069 -3.0643 -1.9563  -0.136
H -1.7405 0.6623 1.1934  0.135
H 0.6261 0.1082 -4.1274  0.155
H -0.3894 3.1331 -4.3210  0.158
H 2.1945 3.2715 -2.6136  0.101
H 1.6367 4.5387 -3.8103  0.108
H 2.2983 1.5762 -4.4227  0.114
H 1.6894 2.7746 -5.6465  0.116
H -0.3967 4.1165 -2.0556  0.109
H 0.3942 5.6080 -0.9204  0.127
H 0.3214 6.3727 0.6482  0.132
H -1.2078 7.1053 -1.8912  0.138
H -0.3435 8.1745 -0.7666  0.142
H -3.0000 7.0032 -0.5656  0.186
H -2.5108 8.5265 -0.1958  0.187
H -3.0339 7.4840 1.8531  0.145
H -1.2775 7.6196 1.7224  0.140
H -3.0721 5.1759 1.3474  0.139
H -1.6121 5.3248 2.3300  0.129
F 0.5916 1.3497 4.7549  0.106
C 1.0732 1.7660 3.5835  -0.184
C 1.6345 0.9142 2.7189  0.058
N 2.1108 1.3110 1.4885  0.031
C 2.7114 0.3611 0.5567  -0.006
C 1.9365 -0.9227 0.2829  -0.608
O 2.2491 -1.4746 -0.7901  0.009
O 1.1023 -1.3760 1.1143  -0.046
C 2.0531 2.6324 1.0962  -0.464
O 2.4197 3.0480 0.0128  0.069
N 1.5387 3.4874 2.0502  0.221
C 0.9635 3.1838 3.2826  -0.404
O 0.4503 4.0424 3.9617  0.105
H 1.7115 -0.1388 2.9385  0.137
H 3.7195 0.0848 0.8786  0.152
H 2.8176 0.8830 -0.3888  0.127
H 1.5789 4.4665 1.8114  0.155

Atoms 1-2, force components in eV/Å:
Fe -0.280 -0.978 1.883
C 0.035 0.134 -0.020

Summary:
Strongest force on any atom (hartree/bohr): 0.042
Multiplicity: 2
Total charge: +2
Molar mass (g/mol): 774.6
Energy (eV): -102522.074